## i
Below is C43H69N3O4S3SbSeTi as an isolated structure, with properties calculated with wB97M-V/def2-TZVPD.

Summary:
M in Da: 1036.8
Net charge: -2
<S²>: 0.754
Multiplicity: 2
Frontier orbital gap (alpha / beta) in hartree: 0.1279 / 0.1279

Each line ends with the Löwdin charge.
Cartesian coordinates (Å):
Sb 0.8233 -3.8059 -2.3502  0.0855
Se 0.7087 -1.7310 0.9588  1.1089
Ti -1.1240 -1.4106 -0.8022  0.5555
S 1.1652 -5.3803 -4.0559  -0.5515
S -1.5597 -3.1484 -2.5148  -0.0665
S 1.0506 -4.8302 -0.2090  -0.3351
O -2.9397 -1.7588 -0.3072  -0.1388
O -1.3448 0.3581 0.1182  -0.2513
O -1.5695 -2.9840 2.3596  -0.2689
O 0.3639 -0.7639 -1.7988  -0.3659
N -5.1679 -1.3720 -0.7283  -0.1431
N -4.3986 -3.4497 -0.1790  -0.0820
N -2.2739 0.1386 -3.1599  0.0962
C -4.9072 -0.1506 -1.4841  -0.0274
C 1.6559 -0.6782 -1.4983  -0.3867
C -0.9570 3.5739 -3.3433  -0.1035
C 3.3805 -0.8985 -4.7078  -0.0469
C 6.0309 -0.6567 1.2592  -0.0707
C 3.5783 2.4441 3.3666  -0.0491
C 2.7251 1.4891 -4.2092  -0.0495
C -4.0952 -2.1820 -0.4312  -0.5033
C -2.0728 3.0309 1.4352  -0.5256
C -5.5190 -4.0793 -0.8784  -0.0357
C 1.2873 0.5719 2.6144  -0.0666
C -1.9412 1.3914 -3.6507  -0.3163
C -6.1270 -1.1839 0.3549  -0.0552
C 6.7206 -1.1429 -1.0780  -0.0507
C -1.1332 -4.3314 2.5622  -0.3199
C -0.0451 -4.4523 3.6157  -0.0853
C 2.2080 2.4366 4.0633  -0.5596
C -3.1552 2.3991 0.5580  -0.0703
C -1.5974 4.3223 0.7500  -0.0417
C 5.8112 -0.2677 -0.2041  -0.5583
C 1.0128 -0.2921 -4.4085  -0.0497
C 0.4222 0.0788 1.6655  -0.3324
C -2.0419 3.0434 -5.4109  -0.1163
C -3.0024 -1.2184 3.0696  -0.0474
C 2.6475 -0.2596 -2.4064  -0.0781
C 0.0707 2.5928 2.6453  -0.0014
C -2.3277 1.7741 -4.9389  -0.0445
C -3.3369 -4.4056 0.1954  -0.0344
C -2.7564 3.3839 2.7694  -0.0581
C -1.2438 2.3105 -2.8573  -0.0411
C -0.8656 2.1129 1.7184  -0.0834
C 4.3530 -0.4557 -0.6268  -0.1739
C 2.4298 0.0110 -3.9090  -0.5184
C 1.1630 1.8740 3.0994  -0.1828
C 6.2082 1.2065 -0.3676  -0.0551
C 1.8867 3.8649 4.5022  -0.0775
C -2.1826 -2.4156 3.4972  -0.2793
C 2.0836 -1.0933 -0.2295  -0.3834
C -0.6333 0.8470 1.1302  -0.3439
C -1.3632 3.9617 -4.6170  -0.1278
C 3.3846 -0.9903 0.2107  -0.0543
C 3.9457 -0.1221 -1.9167  0.0051
C 2.2907 1.5564 5.3202  -0.0558
H 6.4383 -2.1937 -0.9799  0.0939
H 2.0044 2.1286 -3.6883  0.0789
H 0.4396 -5.4253 3.5023  0.0772
H -2.3506 3.3173 -6.4135  0.0902
H -2.4508 4.9782 0.5389  0.0812
H 3.5426 3.0605 2.4637  0.0909
H -2.4936 -3.8874 0.6131  0.0470
H 5.5584 1.8407 0.2428  0.0817
H 3.7315 1.7796 -3.8910  0.0678
H -1.1073 4.0858 -0.1984  0.0749
H 4.4355 -0.6716 -4.5210  0.0677
H 6.1142 1.5324 -1.4063  0.0738
H -3.1014 2.4718 3.2670  0.0841
H 1.3171 1.5110 5.8175  0.0864
H 7.0704 -0.4592 1.5396  0.0779
H -3.8125 -1.5355 2.4081  0.0646
H -0.7204 -4.6563 1.6035  -0.0009
H -6.2848 -4.4132 -0.1744  0.0813
H -1.4206 -2.1090 4.2231  0.1179
H -4.7001 0.6993 -0.8323  0.0706
H -2.0858 3.9073 3.4547  0.0677
H 7.2462 1.3638 -0.0508  0.0755
H 0.9264 3.9163 5.0249  0.0827
H -5.1423 -4.9440 -1.4199  0.0920
H -0.3817 4.2586 -2.7301  0.0947
H -5.7945 0.0768 -2.0801  0.0900
H -6.2290 -2.0959 0.9403  0.0834
H -2.8014 2.1859 -0.4475  0.0647
H 5.8292 -1.7188 1.4237  0.0887
H 3.6231 -1.3504 1.2042  0.0989
H 4.3521 2.8429 4.0334  0.0795
H -5.9707 -3.3855 -1.5774  0.0886
H -0.8871 1.9948 -1.8820  0.1057
H 7.7702 -1.0304 -0.7793  0.0758
H -4.0028 3.0933 0.4914  0.0845
H 2.6344 1.6801 -5.2853  0.0786
H 0.7098 -3.6820 3.4444  0.0631
H -1.8063 -0.1155 -2.3019  -0.0006
H -2.0032 -4.9524 2.8205  0.1108
H 2.0916 -0.0754 2.9560  0.1020
H -0.0826 3.5926 3.0343  0.0853
H -0.4284 -4.3649 4.6385  0.0618
H -2.8257 -3.1662 3.9779  0.1187
H 4.6985 0.2465 -2.6070  0.0974
H -2.8423 1.0559 -5.5708  0.1078
H -3.7422 -5.0921 0.9436  0.0951
H 2.6643 4.2195 5.1850  0.0769
H -7.1028 -0.9307 -0.0655  0.0844
H 5.3844 -0.0746 1.9230  0.0665
H -3.6243 4.0281 2.5861  0.0772
H 3.8697 1.4355 3.0638  0.0638
H 3.2003 -1.9448 -4.4460  0.0888
H 6.6322 -0.8746 -2.1333  0.0751
H -2.3781 -0.5083 2.5226  0.0656
H 3.0251 1.9604 6.0267  0.0764
H -3.5001 1.4578 0.9925  0.0758
H -5.8153 -0.3695 1.0156  0.0853
H 0.2779 0.3360 -3.9136  0.0516
H 0.9761 -0.0881 -5.4860  0.0872
H -2.2583 -0.6467 -3.7967  0.0699
H -3.4266 -0.7150 3.9422  0.0764
H -4.0587 -0.2820 -2.1507  0.0600
H 1.8511 4.5453 3.6463  0.0837
H 0.7429 -1.3370 -4.2464  0.0645
H 2.5859 0.5349 5.0693  0.0759
H 3.1907 -0.7785 -5.7806  0.0795
H -2.9940 -4.9547 -0.6725  0.0722
H -0.8866 4.8721 1.3739  0.0741
H -1.1471 4.9567 -4.9866  0.0833

***

## ii
Below is C43H69N3O4S3SbSeTi as an isolated structure, with properties calculated with wB97M-V/def2-TZVPD.

Summary:
M in Da: 1036.8
Net charge: -2
<S²>: 0.755
Multiplicity: 2
Frontier orbital gap (alpha / beta) in hartree: 0.1624 / 0.1622

Each line ends with the Löwdin charge.
Cartesian coordinates (Å):
Sb -3.7507 -3.0984 1.2350  0.1199
Se -0.2839 -2.5780 -0.5291  1.1221
Ti -1.9054 -0.4244 -0.3348  0.4596
S -4.9122 -4.9847 0.5955  -0.4971
S -5.1110 -1.7412 2.5558  -0.3539
S -3.5723 -1.6870 -1.2507  -0.0899
O -3.2357 1.2073 0.0056  -0.0480
O -0.3455 2.7940 1.6970  -0.1681
O -0.2803 0.3447 -1.2591  -0.2417
O -1.1799 -0.5423 1.4859  -0.2614
N -3.6130 3.4244 -0.1643  -0.1014
N -3.0319 0.9113 -3.3792  0.1077
N -5.3425 2.0087 0.5235  -0.1724
C 2.8718 2.6530 -2.3814  -0.0474
C -0.5893 3.5573 2.8544  -0.2942
C 5.2959 -1.4421 -4.0363  -0.0764
C -2.2938 0.6458 -4.5146  -0.3326
C 2.8539 -0.2688 -3.0265  0.0024
C 4.3599 -2.3422 -3.2306  -0.5629
C 0.4116 2.6721 -2.5574  -0.0619
C -5.9489 0.8255 -0.1105  -0.0793
C -1.6652 -1.7145 5.3583  -0.0435
C -4.4688 4.5732 0.0365  -0.0519
C -3.9945 2.1621 0.1201  -0.4711
C -0.8993 -0.0124 -6.8662  -0.1394
C 3.9466 -3.5188 -4.1241  -0.0535
C 0.7899 -0.2276 -1.7609  -0.3542
C 0.9000 2.1171 1.6926  -0.2506
C -0.9035 -0.8788 -5.7748  -0.0964
C -0.9197 -0.6781 4.4990  -0.5165
C 1.6709 -3.1201 3.1083  -0.1818
C 4.1113 -3.6330 2.9384  -0.0557
C -2.2700 3.7112 -0.6233  -0.0303
C 2.4781 -5.4750 3.3882  -0.0529
C 3.0101 -3.8175 5.1499  -0.0772
C -2.2306 1.5374 -5.5884  -0.0640
C 0.3503 -2.3335 1.2605  -0.3818
C 0.8971 -2.2903 3.9091  0.0085
C 1.7229 2.0145 -4.5263  -0.0432
C 1.3380 -3.1562 1.7545  -0.0699
C -1.9894 0.2752 3.9548  -0.0631
C 1.6717 1.9171 -2.9937  -0.5161
C 1.7349 0.4354 -2.5735  -0.0798
C -5.4567 1.9566 1.9857  -0.0702
C -0.3683 -1.4061 2.0528  -0.3710
C -2.0623 3.8826 2.9196  -0.0633
C 3.1153 -1.6020 -2.7458  -0.1842
C -1.5527 1.2051 -6.7520  -0.1314
C 2.1604 -2.2632 -1.9755  -0.0779
C 5.1416 -2.8780 -2.0235  -0.0551
C 2.0851 3.0623 1.6256  -0.0786
C 1.0445 -1.6009 -1.5099  -0.3784
C -0.1126 -1.4448 3.4370  -0.0787
C -1.5748 -0.5559 -4.6110  -0.0257
C 2.7996 -3.9972 3.6467  -0.5627
C 0.0153 0.1462 5.3969  -0.0574
H 3.4049 -3.1597 -5.0018  0.0869
H -1.5631 1.0572 3.3270  0.0558
H -2.3607 4.5326 2.0946  0.0467
H 1.5460 -5.7544 3.8827  0.0911
H 2.3562 -5.6774 2.3233  0.0765
H -1.5760 -1.2225 -3.7553  0.0959
H -2.3397 -2.3029 4.7331  0.0826
H 4.5355 -3.5610 -1.4267  0.0730
H 3.8252 2.2377 -2.7148  0.0719
H -1.6732 4.1889 0.1592  0.0765
H 3.2520 -2.7816 5.3985  0.0829
H -4.4138 5.2244 -0.8405  0.0827
H -5.5765 -0.1180 0.2910  0.0023
H 2.1227 -4.1079 5.7161  0.0838
H 3.0087 2.4836 1.5533  0.0769
H 2.8484 3.7118 -2.6613  0.0803
H 4.3702 -2.5888 3.1277  0.0868
H 0.4670 3.6899 -2.9619  0.0839
H 0.3199 2.7331 -1.4733  0.0665
H -4.1469 5.1546 0.9081  0.0772
H -0.3576 -1.8135 -5.8226  0.0997
H 0.8990 1.4494 -4.9690  0.0752
H -0.5726 0.6584 6.1648  0.0785
H -0.9818 -2.3963 5.8711  0.0719
H 0.0102 4.4797 2.8448  0.1119
H 2.8405 2.5869 -1.2919  0.0717
H -5.0252 2.8588 2.4275  0.0718
H -5.7506 0.8463 -1.1833  0.0769
H 2.0125 3.7064 0.7461  0.0694
H 1.8430 -3.8273 1.0680  0.0988
H 1.6278 3.0606 -4.8344  0.0797
H 4.9313 -4.2654 3.2939  0.0755
H 2.6568 1.6327 -4.9444  0.0712
H -3.3616 0.0917 -2.8602  -0.0351
H 3.8402 -4.4472 5.4817  0.0766
H 2.1577 3.6966 2.5119  0.0619
H 3.2813 -6.1159 3.7664  0.0756
H -2.2699 -1.2044 6.1145  0.0807
H -0.2941 2.9852 3.7466  0.1110
H 4.8269 -4.0749 -4.4623  0.0764
H 5.4499 -2.0572 -1.3723  0.0882
H 6.1712 -2.0147 -4.3546  0.0773
H -5.4910 4.2406 0.1807  0.0841
H 1.0850 -2.2821 4.9738  0.0854
H -0.4961 2.1950 -2.9270  0.0719
H -2.4886 0.7452 4.8111  0.0879
H -2.6434 2.9637 2.8586  0.0643
H 3.5673 0.2779 -3.6288  0.0850
H 3.2920 -4.2109 -3.5930  0.0778
H -0.3625 -0.2667 -7.7715  0.0834
H 0.7651 -0.4635 5.9053  0.0661
H -4.9759 1.0633 2.4020  0.0301
H -7.0265 0.8828 0.0551  0.0845
H 4.8053 -1.0537 -4.9316  0.0831
H -1.5390 1.9093 -7.5763  0.0889
H 6.0358 -3.4173 -2.3517  0.0764
H 5.6465 -0.5953 -3.4418  0.0831
H 0.9630 1.4734 2.5811  0.1111
H -6.5164 1.9233 2.2427  0.0854
H 0.5455 0.9055 4.8147  0.0643
H -2.7568 2.4847 -5.5195  0.0982
H 4.0275 -3.7599 1.8579  0.0710
H 2.2814 -3.3082 -1.7108  0.0967
H 0.8762 1.4592 0.8233  0.1116
H -2.2984 4.3837 3.8610  0.0809
H -1.7621 2.7937 -0.9084  0.0677
H -3.7251 1.6357 -3.4689  0.0866
H -2.3208 4.3723 -1.4924  0.0940
H -2.7420 -0.2544 3.3687  0.0315

***

Result of the stability comparison: ii is the most stable of them.

***

## i
Below is one molecule with the formula C10H20N2O4, with properties calculated with wB97M-V/def2-TZVPD.

Summary:
M in Da: 232.3
Structure (SMILES): CC[C@H](C)[C@H](NC(=O)[C@@H](N)[C@@H](C)O)C(=O)O
Frontier orbital gap in hartree: 0.3406

Each line ends with the Löwdin charge.
Cartesian coordinates (Å):
O 2.7294 -1.1434 -0.1829  -0.1201
O 0.3474 1.2705 0.7830  0.0964
O 0.4311 -1.0175 -1.3235  0.0551
O -1.4899 -1.4542 -2.5318  0.1334
N 1.4139 -1.8104 1.9868  0.0433
N -0.8286 -0.7219 1.0416  0.1166
C 1.4753 -0.4062 1.7536  -0.2728
C 3.9786 0.1034 1.4183  -0.0639
C -0.8336 -1.1123 -1.4047  -0.3483
C 2.6480 0.0172 0.7977  -0.3560
C 0.2325 0.1462 1.0811  -0.5219
C -2.3236 0.7047 -0.4461  -0.2804
C -1.4691 1.5812 -1.3422  -0.2133
C -2.3142 2.7235 -2.0960  -0.0827
C -2.6442 1.5551 0.8710  -0.0084
C -1.7238 -0.6684 -0.1762  -0.1384
H -2.4433 -1.3471 0.0795  0.1195
H 2.4658 0.8885 0.1404  0.1439
H -0.9870 0.9821 -2.1653  0.1063
H 1.6096 -2.0121 2.9753  0.1037
H -2.8679 3.3878 -1.3850  0.0640
H -2.9739 2.4868 0.5527  0.0339
H 1.8621 -2.3601 1.2603  0.0886
H -3.5235 1.2205 1.4645  0.0877
H -0.8294 -1.9960 -3.0215  0.1517
H 3.9141 0.8129 2.2619  0.0852
H 1.6822 0.1119 2.7322  0.1697
H -1.8380 3.5696 -2.5270  0.0444
H -0.4212 -1.6930 1.2179  0.1416
H -1.7435 1.4950 1.4683  0.0597
H -0.5615 2.1333 -1.0966  0.1063
H 3.9634 -0.9595 1.7796  0.0961
H 4.8049 0.4317 0.6810  0.1183
H 1.8174 -1.2536 -0.5631  0.0207
H -3.1016 2.2389 -2.7334  0.0812
H -3.2246 0.4794 -1.0170  0.1390

***

## ii
Below is one molecule with the formula C10H20N2O4, with properties calculated with wB97M-V/def2-TZVPD.

Summary:
M in Da: 232.3
Structure (SMILES): CC(C)C[C@H](N)C(=O)N[C@H](C(=O)O)[C@@H](C)O
Frontier orbital gap in hartree: 0.3623

Each line ends with the Löwdin charge.
Cartesian coordinates (Å):
O 3.4246 -2.2780 0.6343  0.1341
O 0.6973 -2.2993 -0.5373  0.0762
O 2.4351 1.9875 -0.9869  -0.0291
O 2.2745 -0.8005 1.9616  0.1197
N 1.1477 -0.0883 -0.5426  0.1214
N -1.7493 -1.9851 -1.7697  0.0473
C 4.5436 1.0880 -0.4832  -0.0165
C -3.5078 0.6392 1.8533  -0.0743
C -1.1915 -0.8696 -0.9576  -0.3007
C -3.1458 0.0604 0.4518  -0.4589
C 0.3113 -1.1545 -0.7926  -0.3742
C -1.7239 -0.4300 0.4114  -0.1296
C -3.6967 0.9882 -0.6040  -0.1065
C 2.8147 -1.2491 0.8097  -0.4997
C 2.5022 -0.3015 -0.2658  -0.2437
C 3.0896 1.1237 -0.0632  -0.3329
H 2.4493 2.8479 -0.6182  0.0854
H -3.4111 2.0908 -0.6225  0.0927
H -4.6201 0.5684 1.9626  0.0944
H -3.5031 0.5216 -1.6220  0.0852
H -2.7763 -2.1650 -1.5905  0.0922
H -1.3190 -2.8378 -1.3890  0.0645
H -3.1558 1.6512 1.7649  0.0640
H 2.7776 1.4556 0.9446  0.1601
H 4.5986 0.7467 -1.5074  0.0953
H -1.8004 -1.2736 0.9954  0.1053
H -1.1349 0.2807 0.8811  0.1011
H 0.9181 0.9101 -0.6151  0.1481
H 2.6171 -1.3981 2.6644  0.1469
H -2.9725 0.2427 2.6887  0.0635
H -3.8814 -0.8001 0.4130  0.1384
H 5.0320 2.0685 -0.3754  0.0938
H -4.8256 1.0935 -0.4621  0.0941
H 5.0433 0.3646 0.0992  0.0712
H -1.2410 -0.0319 -1.6814  0.1343
H 2.9799 -0.7670 -1.0497  0.1369

***

Result of the stability comparison: ii is the most stable of them.